99
Properties=species:S:1:pos:R:3 method="wB97M-V/def2-TZVPD" energy_ha=-3521.69943 orbital_gap_ev="6.9 / 6.9" total_charge=+2 multiplicity=1
Pd 1.12612 1.21327 -1.29309
C 2.20868 6.59832 -1.16743
N 1.62218 5.34741 -1.64130
C 0.63903 5.24061 -2.58480
C 0.37806 3.91012 -2.73399
N 1.20118 3.21901 -1.89633
C 1.94068 4.09788 -1.23128
P 3.21204 3.71979 0.01608
C 2.22588 2.86085 1.28332
N 1.37918 1.87215 1.05879
C 0.97191 1.42971 2.28234
C 1.57772 2.17261 3.25865
N 2.37046 3.08001 2.61736
C 3.21657 4.07688 3.26538
C 3.85124 2.23999 -0.82953
N 3.13620 1.22670 -1.31815
C 4.00077 0.35711 -1.92752
C 5.26163 0.85176 -1.78629
N 5.15570 2.03024 -1.10258
C 6.27619 2.88903 -0.72712
H 1.79592 7.41320 -1.75423
H 1.96636 6.76022 -0.11924
H 3.28813 6.58149 -1.29697
H 0.22250 6.10327 -3.07466
H -0.32526 3.41693 -3.38106
H 0.27653 0.61567 2.39279
H 1.51124 2.13519 4.33241
H 3.00617 4.06555 4.33064
H 4.26916 3.84707 3.11181
H 3.00004 5.06923 2.87699
H 3.64978 -0.53269 -2.41825
H 6.20938 0.46690 -2.11936
H 7.16832 2.52000 -1.22383
H 6.09193 3.91122 -1.04771
H 6.43273 2.86460 0.34924
C -7.30185 2.81035 -2.01828
C -5.93563 2.19969 -1.89645
C -5.75081 0.83006 -2.08760
C -4.49936 0.25431 -1.96335
C -3.42353 1.06496 -1.62671
C -3.56639 2.42995 -1.44105
C -4.82895 2.98525 -1.57997
S -1.85659 0.26443 -1.44685
O -0.87037 1.45705 -1.36091
C -1.95504 -0.33566 0.22059
C -2.31946 0.54267 1.26643
C -2.32818 0.07986 2.54453
C -1.92310 -1.24955 2.84167
C -1.88039 -1.72608 4.17305
C -1.47805 -3.00325 4.44014
C -1.10132 -3.86801 3.39032
C -1.14314 -3.44193 2.09394
C -1.55415 -2.12093 1.78724
C -1.61359 -1.64674 0.44128
C -1.42652 -2.60121 -0.69121
C -2.49965 -3.49113 -1.00394
C -3.72552 -3.48006 -0.28836
C -4.73298 -4.33748 -0.62614
C -4.57302 -5.25015 -1.69131
C -3.40921 -5.27734 -2.40194
C -2.34732 -4.39730 -2.08248
C -1.15087 -4.38849 -2.84104
C -0.14651 -3.51498 -2.55619
C -0.29503 -2.63760 -1.46162
S 1.03165 -1.46436 -1.21443
O 1.75756 -1.41418 -2.51862
C 2.01825 -2.29513 0.00098
C 2.26905 -3.66244 -0.05494
C 3.09644 -4.22800 0.89579
C 3.66844 -3.45848 1.91223
C 4.53189 -4.10461 2.95686
C 3.39782 -2.09379 1.94942
C 2.57617 -1.50773 0.99917
H -7.90656 2.28268 -2.75400
H -7.24263 3.85861 -2.30588
H -7.82626 2.75772 -1.06208
H -6.59756 0.20945 -2.35203
H -4.36351 -0.80971 -2.12497
H -2.70574 3.04229 -1.20753
H -4.95670 4.05220 -1.44564
H -2.60096 1.56252 1.03894
H -2.62909 0.72835 3.35842
H -2.17625 -1.06218 4.97584
H -1.45121 -3.36021 5.46100
H -0.78562 -4.87734 3.61771
H -0.86170 -4.10923 1.28946
H -3.86149 -2.78989 0.53407
H -5.66163 -4.32250 -0.07132
H -5.37889 -5.92643 -1.94239
H -3.28255 -5.97038 -3.22405
H -1.05378 -5.07494 -3.67275
H 0.74713 -3.45515 -3.16235
H 1.82996 -4.27655 -0.83006
H 3.30320 -5.29028 0.85483
H 5.13031 -4.90871 2.53114
H 3.91123 -4.53944 3.74294
H 5.20050 -3.38328 3.42351
H 3.83233 -1.48544 2.73330
H 2.36233 -0.44543 1.03255